Computed, not measured: a cluster of 5 separate species, C26H59BNO9 in total in a non-equilibrium geometry, with ωB97M-V/def2-TZVPD.

## Properties
DFT total energy   -48505.6276 eV
2S+1   2
F_max   8.0 eV/A
HOMO-LUMO gap (spin up / spin down)   9.2 / 9.5 eV

Structure (XYZ):
```
96
Properties=species:S:1:pos:R:3:mulliken_spin:R:1
C 9.03 1.02 0.17 0.00
H -2.39 -1.44 2.11 0.00
H -3.58 8.15 -3.28 0.00
H 6.61 -6.05 3.12 0.00
O -3.72 -2.21 -0.01 0.60
H -3.09 1.12 -2.74 0.00
H -7.01 -0.90 2.02 0.00
C 5.31 -4.60 2.17 0.00
C 0.12 0.06 -2.58 0.00
C -3.33 -1.16 -2.05 0.01
O 4.89 -3.25 2.40 0.00
H -1.87 -2.90 -2.00 0.00
H 1.29 0.05 -2.46 0.00
H -3.49 -0.10 -4.12 0.00
H -4.87 0.39 -2.94 0.00
H 0.41 -4.04 -2.39 0.00
O 1.39 -2.44 -0.20 0.00
C -2.95 1.53 0.02 0.02
H -2.71 2.10 1.01 0.00
C -2.76 8.81 -2.95 0.00
C -1.02 -0.44 -0.11 0.04
H -0.09 -0.36 -3.67 0.00
O -6.21 -0.87 2.56 0.00
C 7.72 0.20 2.15 0.00
H 6.50 0.66 -0.06 0.00
H -4.11 1.69 -0.20 -0.01
H 5.84 -4.62 1.21 0.00
H -4.50 -2.18 -3.72 0.00
O 0.78 -3.12 -2.58 0.00
C -1.89 8.11 -1.92 0.00
H -7.39 -1.41 4.88 0.00
C -6.02 -3.26 2.29 0.00
C -6.11 -2.10 3.28 0.00
H 4.38 -6.54 1.90 0.00
H 9.31 0.81 -0.87 0.00
H -3.12 8.64 -0.21 0.00
H 7.07 -0.60 2.52 0.00
C 2.28 -1.31 0.06 0.00
C -3.72 0.16 -2.98 0.00
C -7.33 -2.25 4.19 0.00
H 7.15 1.13 2.22 0.00
H -5.20 -2.06 3.88 0.00
O -1.34 6.93 -2.48 0.00
H -5.15 -3.13 1.64 0.00
H 9.94 1.12 0.77 0.00
O -0.50 1.39 -2.54 0.00
H -2.27 0.43 2.35 0.00
C -2.69 7.75 -0.68 0.00
C -4.41 -2.34 -2.55 0.01
H -2.17 9.05 -3.84 0.00
H 7.12 -4.36 3.33 0.00
H 0.51 4.67 -1.34 0.00
H 1.77 -0.31 -0.29 0.00
C 8.14 -0.08 0.72 0.00
H -1.06 8.76 -1.64 0.00
H -8.25 -2.25 3.60 0.00
H -1.69 -1.84 -3.54 0.00
H -2.07 6.34 -2.74 0.00
H 4.54 -0.90 0.21 0.00
H -3.51 7.06 -0.92 0.00
H 0.06 4.31 -3.23 0.00
H -5.93 -4.21 2.81 0.00
H 3.41 -5.17 1.30 0.00
C 6.25 -5.03 3.28 0.00
H -3.98 -3.42 -2.36 0.00
H 4.42 -3.23 3.25 0.00
H 8.60 0.27 2.81 0.00
C 3.82 -1.52 -0.50 0.00
O 1.29 2.17 -0.95 0.00
H -2.38 2.05 -0.86 0.00
C 0.31 2.39 -1.83 0.00
H 2.39 -1.24 1.25 0.00
H -4.01 -0.39 1.97 0.01
C -1.84 -1.77 -2.39 0.04
O 6.97 -0.19 -0.10 0.00
H 8.66 -1.04 0.66 0.00
C -2.86 -0.42 1.76 -0.02
H -7.28 -3.18 4.76 0.00
H -5.47 -2.15 -2.07 0.00
H 8.51 1.99 0.17 0.00
H 3.87 -1.03 -1.56 0.00
H -6.90 -3.29 1.64 0.00
B 0.55 -2.24 -1.40 0.01
H -0.42 0.55 0.17 0.00
N -3.59 -0.99 -0.58 0.32
H 4.13 -2.67 -0.51 0.00
H 3.52 -5.46 3.03 0.00
H 5.76 -4.97 4.26 0.00
H -0.71 -1.22 0.75 0.00
H -3.19 9.73 -2.55 0.00
C -0.61 -1.05 -1.56 -0.03
C -2.60 -0.11 0.14 0.00
H -1.23 4.10 -1.82 0.00
C 4.09 -5.50 2.09 0.00
H -2.06 7.23 0.06 0.00
C -0.08 3.99 -2.11 0.00
```